8
Properties=species:S:1:pos:R:3:forces:R:3 method="wB97M-V/def2-TZVPD" e_above_lowest_kj_mol=461.7 e_lumo_ha=-0.051 homo_lumo_gap_ha=0.32680 e_homo_ev=-10.3 max_force_ev_per_a=2.2
C 0.85272 -0.11264 0.12517 0.345 2.174 -0.386
Si -1.02454 -0.39476 -0.16482 0.288 1.247 1.084
Cl 1.80764 -0.50027 1.44624 0.001 -0.667 0.744
Cl 0.45860 2.12898 0.68252 0.406 -1.782 -0.875
Br 1.91836 -0.14725 -1.47932 -0.507 0.141 0.326
H -1.57284 0.39399 1.01351 -0.160 -1.058 -0.581
H -1.10632 0.48321 -1.34111 -0.411 -0.452 -0.248
H -1.33362 -1.85126 -0.28218 0.036 0.397 -0.064



15
Properties=species:S:1:pos:R:3:forces:R:3 method="wB97M-V/def2-TZVPD" e_above_lowest_kj_mol=395.2 e_lumo_ha="-0.006 / -0.079" homo_lumo_gap_ha="0.33531 / 0.24723" e_homo_ev="-9.3 / -8.9" max_force_ev_per_a=4.8
C -0.37414 1.07112 -0.24746 0.218 0.725 -2.155
C -1.30395 1.35920 0.70705 -0.698 1.031 1.214
C -0.14610 -0.24586 -0.64842 1.610 0.395 -1.881
C -1.91686 0.28205 1.39442 -1.953 0.728 0.048
C -0.73257 -1.31089 -0.04753 -0.872 -1.104 1.098
C -1.67572 -0.95594 0.89913 0.713 -0.688 0.583
O 2.36283 -1.22755 -1.73957 -0.918 -1.886 -3.530
P 3.08407 -0.59389 -0.66309 -0.437 3.073 3.634
H 0.03874 1.87654 -0.91366 -0.296 -0.745 1.018
H -1.59574 2.43151 0.89177 0.386 -1.334 0.071
H 0.52081 -0.47147 -1.51610 -0.705 0.511 0.979
H -2.78014 0.42401 2.11237 1.320 0.062 -0.727
H -0.44778 -2.35401 -0.24898 -0.374 0.590 -0.206
H 2.52083 0.85277 -0.49789 1.177 -1.529 -0.214
H 2.44571 -1.13761 0.51794 0.829 0.170 0.067



52
Properties=species:S:1:pos:R:3:forces:R:3 method="wB97M-V/def2-TZVPD" e_above_lowest_kj_mol=766.3 e_lumo_ha=-0.042 homo_lumo_gap_ha=0.24829 e_homo_ev=-7.9 max_force_ev_per_a=3.3 smiles="Cc1ccc([C@H](c2c(C)[nH]c3ccccc23)[C@H](c2ccc([N+](=O)[O-])cc2)[N+](=O)[O-])cc1"
C 1.35894 -0.02816 0.02407 -1.157 1.955 0.724
N 2.59893 -0.70725 0.60282 0.807 -1.838 0.995
O 2.89865 -0.65733 1.81478 -1.023 0.458 -2.877
O 3.21978 -1.44298 -0.21424 -1.188 1.241 2.473
C 1.74445 0.64115 -1.29194 -0.870 -0.202 -1.374
C 2.46957 -0.05285 -2.28563 -0.094 -0.340 0.171
C 2.63841 0.42921 -3.57884 -0.230 -0.058 -0.557
C 1.99137 1.59962 -3.98079 0.170 -0.714 2.628
N 1.90932 1.94318 -5.36045 -0.021 1.205 -3.071
O 1.27560 2.98589 -5.64531 1.161 -1.950 0.417
O 2.45021 1.20786 -6.22480 -1.117 1.441 2.097
C 1.33815 2.36514 -2.99061 -0.280 -0.079 -0.535
C 1.18353 1.89699 -1.67540 0.317 -0.699 -0.253
H 0.92269 0.76701 0.65423 1.297 -0.285 0.370
H 2.83304 -1.05751 -2.02968 -0.079 0.936 -0.547
H 3.19962 -0.14497 -4.32107 -0.314 0.126 0.309
H 0.88757 3.29680 -3.34138 -0.001 -0.317 0.410
H 0.51875 2.44528 -0.99734 0.496 -0.127 -0.173
C 1.17817 -3.90466 1.36748 0.250 -0.355 -0.412
C 0.56206 -2.77104 2.06749 -0.104 2.739 -0.585
N 0.72254 -2.60714 3.41044 -0.472 0.199 0.405
C 0.25569 -1.36498 3.81228 -0.074 -0.113 -1.498
C -0.26765 -0.70881 2.64867 0.941 -0.086 0.510
C -0.63187 0.64422 2.70940 0.103 0.293 0.779
C -0.50511 1.26906 3.95634 -0.075 0.178 -0.724
C 0.03442 0.60753 5.06369 -0.049 -0.328 -0.019
C 0.43802 -0.72397 5.00552 -0.507 0.642 0.689
C -0.01198 -1.58169 1.54736 0.616 -1.796 0.521
C -0.00081 -1.11482 0.14883 2.305 -0.349 -0.964
C -1.29497 -0.57885 -0.38651 0.689 0.041 -0.928
C -2.43820 -0.41258 0.39411 -0.131 0.299 0.073
C -3.44505 0.44977 -0.04122 0.170 -0.514 0.243
C -3.34815 1.09170 -1.27473 -0.038 -0.069 0.320
C -4.40807 2.08007 -1.65246 -0.551 0.218 -0.386
C -2.30209 0.74639 -2.13564 -0.408 0.479 0.240
C -1.31642 -0.13668 -1.71728 0.294 0.693 -0.204
H 0.57864 -4.11440 0.48396 0.017 -0.412 0.020
H 2.20595 -3.71093 1.00588 -0.385 0.123 0.350
H 1.21115 -4.75249 2.05484 -0.037 -0.215 -0.349
H 1.20516 -3.24642 4.02244 -0.126 0.003 -0.165
H -0.94100 1.22869 1.82451 0.034 -0.534 0.634
H -0.79663 2.31847 4.04641 0.157 -0.323 0.041
H 0.15729 1.15441 5.97958 -0.007 0.122 0.285
H 0.83456 -1.24584 5.86930 0.111 0.160 -0.026
H 0.57023 -1.73113 -0.54281 -1.133 -1.415 -0.128
H -2.53085 -0.92743 1.35262 0.169 0.378 -0.224
H -4.29506 0.63873 0.62427 0.247 -0.065 -0.359
H -4.26544 2.42054 -2.68293 -0.007 0.090 0.176
H -5.38759 1.57804 -1.62596 0.194 0.226 0.030
H -4.47988 2.96758 -0.99307 0.233 -0.522 -0.244
H -2.22444 1.30233 -3.07461 -0.011 -0.559 0.065
H -0.50123 -0.35075 -2.42664 -0.289 0.020 0.626



140
Properties=species:S:1:pos:R:3:forces:R:3 method="wB97M-V/def2-TZVPD" e_above_lowest_kj_mol=0.0 e_lumo_ha=0.013 homo_lumo_gap_ha=0.31320 e_homo_ev=-8.2 max_force_ev_per_a=2.7 smiles="CCN(CC)CC.CCOC(C)=O.CCOC(C)=O.CCOC(C)=O.CCOC(C)=O.CCOC(C)=O.ClCCCl.ClCCCl.ClCCCl.ClCCCl.ClCCCl.ClCCCl"
C 5.09293 -1.29979 -7.54213 0.110 1.095 0.248
C 4.03212 -2.12042 -6.83944 0.243 -1.150 -0.614
N 4.23091 -2.17515 -5.40089 1.221 0.643 0.318
C 3.49224 -3.14395 -4.64671 -0.305 -0.844 0.054
C 3.68679 -4.55189 -5.22893 1.037 0.337 0.509
C 4.13453 -0.85792 -4.79387 -0.794 -0.262 0.529
C 2.80881 -0.13961 -5.04110 0.069 0.065 -0.771
H 6.10569 -1.62973 -7.28526 -0.246 -0.282 -0.255
H 5.06679 -0.26174 -7.22220 -0.096 0.298 0.042
H 4.92698 -1.25384 -8.62094 0.139 -0.362 0.065
H 3.01183 -1.83197 -7.16959 0.220 0.092 0.264
H 4.19342 -3.11176 -7.28523 -0.311 -0.043 0.517
H 3.73615 -3.09328 -3.55076 0.194 -0.024 -1.042
H 2.46176 -2.83192 -4.72317 -1.076 -0.430 0.264
H 3.33953 -5.35882 -4.60139 -0.488 -0.031 0.253
H 3.24590 -4.61522 -6.20128 -0.507 -0.227 -0.481
H 4.76005 -4.75877 -5.37592 -0.205 0.278 0.097
H 4.99019 -0.31235 -5.11710 0.377 0.900 -0.352
H 4.22321 -0.89198 -3.70359 0.314 -0.583 -0.037
H 2.62484 -0.07345 -6.13944 -0.128 0.371 0.895
H 2.84202 0.81979 -4.55284 0.161 0.745 -0.301
H 1.95330 -0.60026 -4.55195 0.092 -0.640 -0.137
O -2.33038 -1.24768 2.81038 -0.152 -0.216 0.039
C -2.19872 -2.07482 3.69006 1.376 0.998 0.634
O -2.99346 -3.09584 3.90231 -1.436 -0.839 0.197
C -4.29430 -3.14618 3.24495 0.010 0.628 -0.714
C -5.30575 -2.27779 3.95495 0.989 -0.735 2.377
C -1.09906 -2.05895 4.77015 -0.497 -0.589 -0.765
H -4.63882 -4.18096 3.29048 0.463 0.059 -0.189
H -4.18095 -2.78464 2.21827 0.081 -0.437 0.059
H -5.05488 -1.23322 3.95701 0.328 0.509 -0.076
H -5.31418 -2.64173 5.02250 -0.140 0.571 -0.819
H -6.29892 -2.36450 3.59680 -0.805 -0.406 -0.560
H -0.49742 -1.16147 4.78393 -0.181 0.220 -0.094
H -0.44735 -2.92559 4.64429 0.046 0.000 -0.264
H -1.59206 -2.25275 5.71140 -0.115 0.269 0.389
O -0.84031 1.44378 5.41645 -0.015 0.092 1.350
C -1.29932 2.02193 4.47978 -0.627 -0.706 -0.564
O -2.53363 2.64949 4.47635 1.384 -0.433 -0.686
C -3.19570 2.67509 5.71655 -1.101 -0.029 0.993
C -4.15304 1.49099 5.98197 0.529 0.413 0.407
C -0.68413 1.91120 3.13143 -0.479 -0.465 0.267
H -3.84179 3.58198 5.71028 0.770 -0.367 0.049
H -2.43197 2.70876 6.50956 -0.461 0.188 -0.144
H -4.63660 1.72299 6.95492 0.231 -0.456 -0.521
H -3.65383 0.52335 6.00021 0.267 0.070 0.357
H -4.91773 1.38006 5.23174 -0.404 0.351 -0.388
H 0.38685 1.72582 3.15991 -0.168 -0.211 0.275
H -0.87726 2.81532 2.63531 -0.319 1.096 -1.263
H -1.22429 1.06663 2.66918 0.272 0.460 0.004
O -3.24057 2.93497 0.53365 1.947 0.772 -0.475
C -4.38390 2.65634 0.71730 0.180 -0.286 0.072
O -5.33926 2.96117 -0.12229 -1.792 0.695 -1.120
C -5.12967 3.83258 -1.30457 -0.506 -0.280 0.618
C -5.99358 3.22110 -2.40632 0.077 0.552 -0.421
C -4.77526 1.83431 1.88415 0.963 0.328 0.879
H -4.06513 3.85049 -1.54297 -0.154 -0.055 -0.028
H -5.46752 4.84171 -1.01305 0.221 -0.429 -0.075
H -7.05861 3.17821 -2.18988 -0.005 0.189 0.483
H -5.66738 2.20737 -2.52427 0.222 -0.638 -0.340
H -5.93396 3.73170 -3.39099 0.379 -0.141 0.689
H -3.89973 1.85845 2.55928 -0.650 0.045 -0.125
H -4.89437 0.82308 1.58511 -0.273 -1.069 -0.402
H -5.67119 2.14660 2.37880 -0.542 0.272 0.219
O 1.98711 0.93242 0.03685 0.334 -1.190 -0.646
C 1.71483 -0.17892 -0.41545 0.025 2.147 1.610
O 0.47830 -0.64347 -0.34246 -0.398 -1.465 -0.649
C -0.49470 0.08401 0.40162 0.368 0.937 0.554
C -1.82917 -0.01119 -0.21363 -0.746 -1.026 -1.397
C 2.69340 -1.10580 -1.03410 -0.091 0.023 -0.439
H -0.20811 1.11666 0.38196 0.330 0.540 0.334
H -0.49941 -0.28073 1.41899 0.202 -0.182 0.247
H -2.15118 -1.06056 -0.19470 -0.032 0.038 -0.280
H -1.72084 0.31519 -1.28385 -0.617 -0.107 0.990
H -2.60374 0.52807 0.34976 0.550 0.231 -0.300
H 2.17232 -1.88227 -1.59508 0.301 0.054 -0.049
H 3.40374 -1.53473 -0.33095 -0.314 -0.099 0.402
H 3.31454 -0.46328 -1.63613 0.186 -0.009 -0.671
O 5.01135 0.63585 2.12770 -0.927 -0.314 -2.528
C 5.37578 0.97767 3.19481 0.558 0.560 2.396
O 5.14801 2.17224 3.75705 -0.092 -0.100 0.166
C 4.28172 3.14795 3.13946 0.155 -0.382 0.033
C 2.82969 2.82314 3.24899 -0.700 0.591 1.147
C 6.19627 0.11327 4.10476 0.835 0.262 0.504
H 4.45708 3.25006 2.09197 0.825 0.031 -0.770
H 4.57232 4.03651 3.66570 -0.090 0.612 0.027
H 2.65201 1.83231 2.89080 -0.161 -0.717 -0.161
H 2.24732 3.49649 2.61166 0.123 0.071 0.098
H 2.46275 2.93072 4.29034 0.100 -0.236 -0.550
H 5.82729 0.03509 5.12869 -0.085 0.486 -0.099
H 7.23058 0.51736 4.12527 -0.573 -0.234 0.112
H 6.22837 -0.89052 3.73675 0.075 -0.517 -0.509
Cl 2.18328 -0.75595 4.13070 0.263 -0.026 -0.094
C 2.83472 -1.51875 2.65092 -0.407 0.227 -0.252
C 2.44921 -2.96221 2.52484 -0.244 0.082 -0.156
Cl 3.35413 -3.88695 3.76281 -0.030 -0.271 -0.172
H 3.89323 -1.41817 2.60876 0.861 0.108 0.432
H 2.50232 -0.91154 1.82161 -0.494 0.029 -0.162
H 2.73236 -3.31399 1.50426 -0.387 -0.013 0.872
H 1.38087 -3.09836 2.75725 0.440 -0.155 -0.443
Cl -3.44927 0.26766 -3.67138 0.456 0.068 -0.318
C -2.06140 0.20875 -4.83562 -0.529 -0.220 -0.339
C -0.82324 -0.38615 -4.26750 -0.100 0.181 1.865
Cl -0.88485 -2.12418 -3.93297 -0.042 -0.398 -0.397
H -1.78882 1.22128 -5.13410 -0.438 0.075 0.070
H -2.41489 -0.36700 -5.70032 0.079 0.282 0.219
H -0.58995 0.02100 -3.27406 -0.155 0.276 -0.407
H -0.00570 -0.13166 -4.89970 0.653 -0.212 -0.681
Cl -0.26485 5.14200 0.97508 -0.124 0.579 0.341
C 0.54982 4.07662 -0.17006 -0.824 -0.389 -0.927
C -0.41804 3.88934 -1.34863 -1.124 -0.097 0.153
Cl 0.12858 2.67290 -2.59401 0.126 0.431 0.494
H 0.65337 3.14232 0.34427 0.394 -0.538 0.096
H 1.50840 4.48412 -0.43226 0.294 0.142 -0.160
H -0.67683 4.82136 -1.89028 0.516 -0.519 0.349
H -1.37392 3.47822 -0.94373 0.748 0.287 -0.293
Cl 1.03136 -4.37739 -1.00166 0.494 -0.197 0.247
C -0.71320 -4.18903 -0.77480 -0.182 0.370 1.333
C -1.15480 -3.65236 0.61683 0.888 -0.188 -1.264
Cl -0.82805 -4.84804 1.92332 -0.058 0.556 -0.422
H -1.17641 -5.16760 -0.82659 0.029 -0.098 -0.613
H -0.97854 -3.50392 -1.57525 -0.574 -0.082 0.175
H -2.20508 -3.52380 0.49408 -0.990 -0.111 0.358
H -0.76328 -2.66509 0.84777 0.442 -0.234 0.258
Cl 4.32419 4.41875 -0.67023 0.119 -0.113 0.111
C 5.38222 2.99659 -0.90421 0.541 0.143 -0.609
C 4.80335 2.01183 -1.88852 0.016 -0.086 0.469
Cl 4.98144 2.47273 -3.57864 0.020 0.240 -0.352
H 5.51504 2.44925 0.01325 -0.230 0.106 0.671
H 6.37011 3.37967 -1.20841 -0.490 -0.184 -0.029
H 3.76270 1.82862 -1.66781 -0.414 0.203 -0.015
H 5.29669 1.06352 -1.74185 0.410 -0.288 -0.112
Cl -6.87343 -1.36988 1.25741 -0.006 0.194 -0.382
C -6.58806 -1.29157 -0.50184 -0.601 0.623 -0.474
C -5.17753 -1.63176 -0.87928 -0.129 -0.844 -1.090
Cl -4.82906 -3.35532 -0.51203 0.246 0.023 0.245
H -6.77374 -0.28829 -0.88428 0.095 0.410 0.529
H -7.38663 -1.85226 -1.00341 0.614 -0.501 0.259
H -4.42161 -0.97911 -0.43591 -0.213 -0.250 0.089
H -5.08471 -1.62508 -1.98194 -0.032 0.445 0.561